[1]
{"formula": "C18H39BrN2O11P3S2", "method": "ωB97M-V/def2-TZVPD", "elements": ["Br", "S", "S", "P", "P", "P", "O", "O", "O", "O", "O", "O", "O", "O", "O", "O", "O", "N", "N", "C", "C", "C", "C", "C", "C", "C", "C", "C", "C", "C", "C", "C", "C", "C", "C", "C", "C", "H", "H", "H", "H", "H", "H", "H", "H", "H", "H", "H", "H", "H", "H", "H", "H", "H", "H", "H", "H", "H", "H", "H", "H", "H", "H", "H", "H", "H", "H", "H", "H", "H", "H", "H", "H", "H", "H", "H"], "positions_angstrom": [[2.30, 3.19, 1.36], [-4.91, 2.62, 0.58], [-6.76, -4.10, -2.90], [1.88, -0.67, 1.25], [4.92, -1.09, -0.74], [-0.11, 0.21, 1.45], [-5.05, 3.06, 1.93], [-5.86, 1.38, 0.31], [-0.34, 0.65, 2.99], [-7.01, -3.66, -1.56], [-0.26, 1.54, 0.58], [-3.62, 2.30, 0.05], [-7.76, -3.90, -3.91], [-1.17, -0.76, 1.07], [-5.39, -3.50, -3.42], [4.99, 0.21, 0.44], [3.21, -0.68, -0.99], [4.45, -2.25, 0.56], [5.18, 3.69, -3.15], [5.69, 2.35, -1.23], [2.75, 0.30, -0.13], [5.47, -2.68, 1.50], [4.00, 1.15, 0.23], [-5.54, -0.07, 2.28], [4.25, 1.53, 2.81], [-5.37, -2.13, -3.86], [3.43, 2.62, -1.86], [-6.27, -5.79, -2.87], [-5.42, -1.15, -2.70], [4.36, 2.05, -0.98], [3.94, 2.14, 1.43], [-5.39, 0.09, 0.78], [3.26, 1.80, 3.95], [-5.71, 3.78, -0.48], [6.06, 3.14, -2.30], [5.25, -2.13, 2.92], [3.90, 3.42, -2.89], [-6.07, -6.11, -3.89], [4.38, 0.46, 2.70], [-4.36, -0.06, 0.47], [6.33, -1.38, -0.62], [5.41, -3.77, 1.58], [-0.62, -0.14, 3.47], [4.03, -3.04, 0.11], [-4.63, -1.37, -1.98], [6.49, -2.46, 1.16], [-5.39, -5.88, -2.24], [-5.29, -0.13, -3.07], [-4.44, -2.02, -4.41], [1.94, 0.85, -0.62], [-5.21, 4.73, -0.35], [5.24, -0.20, -1.83], [4.72, 2.87, 1.23], [3.31, 2.83, 4.28], [-6.57, 0.14, 2.59], [6.45, 1.93, -0.58], [-6.75, 3.86, -0.17], [3.17, 3.86, -3.56], [4.59, -2.82, 3.45], [2.38, 2.45, -1.73], [-1.20, 1.63, 0.35], [2.25, 1.52, 3.69], [-6.37, -1.21, -2.17], [-6.19, -1.96, -4.56], [-5.29, -1.09, 2.57], [-6.01, -0.64, 0.27], [6.18, -2.01, 3.47], [2.41, -0.31, 2.50], [-4.89, 0.61, 2.82], [4.71, -1.20, 2.83], [7.11, 3.34, -2.49], [-5.63, 3.44, -1.51], [4.79, -2.14, -1.74], [-7.10, -6.35, -2.45], [5.21, 1.93, 3.12], [3.56, 1.18, 4.79]], "orbital_gap_ev": 6.28, "homo_energy_ev": -4.465, "energy_ha": -6040.9527, "charge": -1, "fmax_ev_per_a": 1.96, "lumo_energy_ev": 1.813}



[2]
{"formula": "C13H17NO", "method": "ωB97M-V/def2-TZVPD", "elements": ["O", "N", "C", "C", "C", "C", "C", "C", "C", "C", "C", "C", "C", "C", "C", "H", "H", "H", "H", "H", "H", "H", "H", "H", "H", "H", "H", "H", "H", "H", "H", "H"], "positions_angstrom": [[0.57, -2.26, 1.46], [0.91, -0.04, -0.89], [-1.89, 0.25, -1.04], [0.52, -2.15, 0.26], [-1.91, 1.40, 1.21], [0.20, 0.54, 0.20], [-1.12, 0.72, 0.13], [-1.13, 1.50, 2.51], [0.29, 1.99, 2.22], [0.91, 0.58, -2.01], [1.02, 0.94, 1.39], [-0.56, -2.76, -0.57], [-1.98, -0.88, -1.68], [1.63, 0.04, -3.19], [1.54, -1.35, -0.52], [1.98, 1.33, 1.05], [-1.07, 0.51, 2.98], [-1.16, -1.96, -1.13], [0.83, 2.16, 3.16], [1.21, 0.06, 2.01], [-1.26, -3.30, 0.06], [-0.16, -3.41, -1.35], [2.35, -0.77, -3.01], [0.25, 2.93, 1.67], [1.83, -1.87, -1.43], [-2.85, 0.85, 1.37], [-1.64, 2.17, 3.20], [2.42, -1.16, 0.10], [2.15, 0.86, -3.68], [0.87, -0.32, -3.89], [-2.58, 0.98, -1.45], [-2.18, 2.40, 0.85]], "orbital_gap_ev": 7.19, "homo_energy_ev": -7.606, "energy_ha": -635.3106, "charge": 0, "fmax_ev_per_a": 1.79, "lumo_energy_ev": -0.412}



[3]
{"formula": "C40H80O26S7", "method": "ωB97M-V/def2-TZVPD", "elements": ["S", "S", "S", "S", "S", "S", "S", "O", "O", "O", "O", "O", "O", "O", "O", "O", "O", "O", "O", "O", "O", "O", "O", "O", "O", "O", "O", "O", "O", "O", "O", "O", "O", "C", "C", "C", "C", "C", "C", "C", "C", "C", "C", "C", "C", "C", "C", "C", "C", "C", "C", "C", "C", "C", "C", "C", "C", "C", "C", "C", "C", "C", "C", "C", "C", "C", "C", "C", "C", "C", "C", "C", "C", "H", "H", "H", "H", "H", "H", "H", "H", "H", "H", "H", "H", "H", "H", "H", "H", "H", "H", "H", "H", "H", "H", "H", "H", "H", "H", "H", "H", "H", "H", "H", "H", "H", "H", "H", "H", "H", "H", "H", "H", "H", "H", "H", "H", "H", "H", "H", "H", "H", "H", "H", "H", "H", "H", "H", "H", "H", "H", "H", "H", "H", "H", "H", "H", "H", "H", "H", "H", "H", "H", "H", "H", "H", "H", "H", "H", "H", "H", "H", "H"], "positions_angstrom": [[-2.56, 3.13, -1.96], [-6.27, -1.08, -0.75], [2.26, 1.49, 4.35], [6.49, 3.95, 1.41], [4.18, -2.37, 4.57], [0.05, -6.39, -0.78], [2.83, -3.31, -3.07], [2.52, -3.88, -1.75], [1.46, 4.85, -4.68], [-4.89, -0.57, -0.71], [-2.13, 3.40, 4.72], [4.14, -1.29, 5.55], [4.87, -3.63, 4.80], [-2.76, 5.04, 5.95], [0.24, 4.27, -2.83], [-7.37, -0.39, 0.01], [-1.88, 1.82, -2.00], [-2.32, -3.72, -4.21], [0.53, -6.52, -2.13], [-0.33, 6.12, -4.02], [7.57, 3.89, 2.35], [-1.35, 0.23, 1.28], [-2.60, 3.85, -3.20], [1.20, 0.54, 4.17], [2.48, -1.95, -3.40], [0.40, 1.73, 0.95], [-4.34, 3.58, 5.02], [-3.34, -1.74, -3.74], [-1.03, -1.94, -3.73], [5.52, 5.03, 1.36], [0.77, -6.96, 0.35], [3.60, 1.25, 3.83], [0.35, -0.34, -0.09], [-4.20, 4.21, -0.15], [-1.97, -4.62, -0.54], [-7.38, -2.69, -2.52], [4.51, -4.22, -4.99], [5.37, 2.40, 1.52], [-2.30, 2.23, 3.98], [3.56, -1.66, 1.94], [-2.57, -6.04, -0.16], [1.58, -0.22, -0.81], [-2.03, -0.93, 0.79], [5.91, 1.50, 0.42], [-6.57, -3.62, -1.69], [-2.30, -2.39, -3.89], [2.42, 1.87, 6.18], [7.13, 3.43, -0.29], [-3.60, 5.93, 6.67], [1.15, 3.77, 5.31], [-0.43, -4.67, -0.34], [-0.38, 6.88, -5.27], [2.66, -2.75, 2.38], [-3.61, -4.41, -4.37], [-4.11, 3.01, -1.07], [1.08, 3.17, -2.37], [2.24, 3.39, 6.28], [-0.82, -0.62, -3.36], [6.25, 2.32, -0.82], [2.51, -2.69, 3.92], [-6.40, -2.90, -0.38], [2.13, -4.36, -4.45], [3.14, -4.20, -5.60], [-1.83, 4.22, -0.56], [0.50, 5.05, -3.96], [-1.64, -7.12, -0.70], [-6.72, -1.32, -2.51], [-0.16, 0.64, 0.73], [4.59, -3.56, -3.60], [4.83, -1.67, 2.93], [1.63, 3.18, 3.94], [-2.84, 4.15, 0.51], [-3.19, 3.98, 5.24], [8.14, 3.12, -0.03], [-4.12, -4.65, -3.44], [-3.87, 2.13, -0.48], [-4.38, 5.14, -0.70], [7.30, 4.34, -0.87], [2.07, 3.55, -2.11], [1.82, -1.23, -1.15], [5.06, -0.64, 3.19], [1.85, -1.87, 4.20], [3.00, -0.74, 2.01], [-2.14, -0.91, -0.30], [-2.53, -3.92, 0.08], [0.89, 4.83, 5.31], [-0.97, 7.78, -5.10], [0.98, 3.22, 3.07], [2.07, -3.52, 4.47], [-5.52, -3.10, 0.22], [3.06, -3.27, -6.16], [2.16, -5.32, -3.95], [-1.15, -0.44, -2.33], [1.56, 1.42, 6.68], [2.45, 3.81, 3.61], [5.26, -3.98, -5.75], [-3.13, 6.12, 7.64], [3.89, -1.84, 0.92], [-5.01, 4.08, 0.56], [2.96, -4.99, -6.33], [-8.40, -2.54, -2.15], [-7.06, -4.57, -1.46], [-3.54, 6.86, 6.12], [3.18, 1.25, 6.65], [-4.95, 2.72, -1.70], [-3.51, -5.36, -4.89], [-2.81, 2.51, 3.06], [5.35, 2.63, -1.37], [0.61, 7.20, -5.58], [6.78, 0.95, 0.78], [-1.55, -8.10, -0.23], [2.35, 0.15, -0.14], [-0.24, -4.67, 0.74], [-2.64, 5.02, 1.14], [-3.50, -6.08, -0.72], [-0.77, 4.05, -0.42], [-3.07, -0.98, 1.12], [0.16, 3.43, 5.59], [5.55, 2.02, 2.53], [3.10, -3.71, 2.08], [-5.68, -4.01, -2.18], [5.73, -2.25, 2.73], [-7.34, -3.01, 0.17], [0.78, 2.59, -1.49], [-1.29, 0.08, -4.05], [1.52, 0.43, -1.68], [-1.86, -7.29, -1.76], [1.66, -2.68, 1.95], [-2.81, 3.35, 1.25], [1.18, 2.51, -3.23], [5.23, -2.70, -3.38], [-1.45, -1.79, 1.10], [0.23, -0.38, -3.20], [6.69, 1.70, -1.60], [3.14, 3.97, 6.11], [2.01, 3.64, 7.32], [-4.64, 5.66, 6.86], [4.33, 2.70, 1.40], [-7.43, -3.10, -3.53], [-5.86, -1.31, -3.18], [-2.89, 1.48, 4.51], [-7.26, -0.40, -2.75], [1.13, -3.97, -4.67], [4.82, -5.24, -4.75], [0.24, -3.87, -0.68], [-1.40, 1.65, 3.78], [4.94, -4.29, -2.87], [5.23, 0.67, 0.21], [-0.84, 6.41, -6.15], [-2.81, -6.17, 0.90], [-1.90, 5.22, -0.99], [-2.33, -4.42, -1.55], [-4.22, -3.79, -5.03]], "orbital_gap_ev": 9.77, "homo_energy_ev": -9.674, "energy_ha": -6315.4647, "charge": 0, "smiles": "O=S1(=O)CCCC1.O=S1(=O)CCCC1.O=S1(=O)CCCC1.O=S1(=O)CCCC1.O=S1(=O)CCCC1.O=S1(=O)CCCC1.O=S1(=O)CCCC1.COC(=O)OC.COC(=O)OC.COC(=O)OC.COC(=O)OC", "fmax_ev_per_a": 3.87, "lumo_energy_ev": 0.099}



[4]
{"formula": "C16H14N2O3S3", "method": "ωB97M-V/def2-TZVPD", "elements": ["S", "S", "S", "O", "O", "O", "N", "N", "C", "C", "C", "C", "C", "C", "C", "C", "C", "C", "C", "C", "C", "C", "C", "C", "H", "H", "H", "H", "H", "H", "H", "H", "H", "H", "H", "H", "H", "H"], "positions_angstrom": [[-0.10, 0.59, 4.49], [-2.78, -1.00, 2.40], [1.08, 1.10, -1.02], [-0.88, -2.84, -2.29], [1.88, 0.71, -4.78], [2.60, 2.03, -3.45], [-0.16, 0.16, 1.15], [-0.42, -1.15, -0.71], [1.01, 0.89, 3.12], [2.50, 1.11, -5.83], [-4.34, -0.33, 1.98], [-3.20, -0.90, -0.11], [2.47, 0.23, 4.79], [1.07, 0.24, 5.56], [-0.93, -1.94, 0.43], [-4.32, -0.29, 0.71], [2.36, 0.72, 3.55], [-0.20, -1.66, -1.82], [0.45, -0.80, -2.92], [0.31, 1.53, 1.83], [1.04, 0.40, -2.65], [-2.52, -1.39, 0.75], [1.95, 1.07, -3.67], [0.25, 0.15, 0.02], [2.05, 2.21, -5.97], [1.03, 0.04, 6.47], [-3.18, -0.83, -1.14], [-0.78, 2.19, 1.94], [-4.91, -0.02, 2.80], [-0.63, -2.32, 1.24], [-1.37, -2.82, -0.13], [-5.12, 0.31, 0.20], [3.36, -0.16, 5.10], [0.63, -1.55, -3.83], [1.15, 1.79, 1.22], [2.94, 0.69, 2.73], [2.32, 0.58, -6.63], [3.40, 1.27, -5.52]], "orbital_gap_ev": 7.59, "homo_energy_ev": -8.172, "energy_ha": -2147.4037, "charge": 0, "fmax_ev_per_a": 14.08, "lumo_energy_ev": -0.583}